8
Properties=species:S:1:pos:R:3:forces:R:3 method="wB97M-V/def2-TZVPD" total_charge=-1 gap_ev=9.761 e_lumo_ev=4.425 de_lowest_kcal_mol=11.24 multiplicity=1 max_force_ha_per_bohr=0.0473
C 1.2761 0.6358 -0.2060 -1.348 -0.215 -0.571
N 1.5041 -0.4178 0.5760 0.489 0.520 -0.039
N 2.4247 1.1480 -0.7258 -1.291 -0.057 0.376
N 2.8726 -0.5120 0.5863 -1.652 -1.242 0.743
N 3.3889 0.3617 -0.1758 -0.407 1.586 -1.104
N -0.2311 1.1616 -0.5023 1.702 -1.558 0.771
F -0.9408 1.0689 0.7963 0.755 0.183 -0.960
H -0.8378 0.4406 -1.0056 1.751 0.782 0.785

=====

8
Properties=species:S:1:pos:R:3:forces:R:3 method="wB97M-V/def2-TZVPD" total_charge=-1 gap_ev=7.980 e_lumo_ev=3.648 de_lowest_kcal_mol=47.05 multiplicity=1 max_force_ha_per_bohr=0.0233
C -2.3339 0.6516 0.0526 -0.349 -0.555 -0.473
N -2.2808 1.5838 0.7109 0.170 0.713 0.524
O 2.2618 0.2488 -0.7499 -0.528 -1.076 0.033
O 1.7452 -1.3548 1.1806 -0.071 0.114 -0.414
O -0.1105 -0.5738 -0.2169 0.732 -0.241 -0.075
F -2.6409 -0.3172 -0.6981 0.152 -0.104 -0.025
S 1.2712 -1.1455 -0.2051 -0.012 0.825 0.088
H 2.0879 0.9071 -0.0741 -0.094 0.324 0.341

=====

6
Properties=species:S:1:pos:R:3:forces:R:3 method="wB97M-V/def2-TZVPD" gap_ev="9.729 / 8.792" e_lumo_ev="-0.899 / -0.983" de_lowest_kcal_mol=73.06 multiplicity=1 max_force_ha_per_bohr=0.0942
C 2.7393 0.1147 -0.0709 -2.967 1.743 -0.388
O 3.7109 0.5705 0.3398 0.545 -0.111 0.034
O -0.0525 0.1741 -0.4592 1.752 1.988 -4.055
O 0.8770 1.2494 -0.3508 1.322 -2.685 0.317
F 2.3086 -1.0604 -0.3627 0.358 -0.232 0.015
H -0.2450 0.0045 0.4034 -1.011 -0.703 4.077

=====

6
Properties=species:S:1:pos:R:3:forces:R:3 method="wB97M-V/def2-TZVPD" gap_ev=7.750 e_lumo_ev=-1.048 de_lowest_kcal_mol=5.80 multiplicity=1 max_force_ha_per_bohr=0.0444
C 0.1835 0.6605 -1.9151 0.198 0.467 1.987
O 0.0240 0.4344 -2.9866 -0.329 -0.422 -2.217
S -0.4623 0.5631 1.9129 -1.057 0.188 0.312
S 1.3388 0.0084 1.2460 0.615 -0.445 0.825
I -1.9360 -1.3633 1.6681 0.385 0.271 0.177
H 0.8520 -0.3030 0.0746 0.188 -0.060 -1.084

=====

12
Properties=species:S:1:pos:R:3:forces:R:3 method="wB97M-V/def2-TZVPD" total_charge=-1 gap_ev=5.119 e_lumo_ev=1.462 de_lowest_kcal_mol=56.37 multiplicity=1 max_force_ha_per_bohr=0.0178
N 0.5944 0.4852 0.7685 0.181 -0.480 -0.112
C 0.0466 -0.5291 0.8346 -0.503 0.734 0.213
O -0.7436 -1.5291 1.1321 0.219 -0.179 -0.315
O -1.2557 -2.1404 -0.0930 -0.212 -0.152 0.300
S -2.8403 -1.6752 -0.4401 0.605 -0.071 -0.103
O -2.8046 -0.3245 -0.9258 -0.240 0.206 -0.057
O -3.3954 -1.5857 1.0634 -0.216 0.003 -0.087
H -3.5801 -0.6407 1.2112 0.137 -0.059 0.176
N 3.4934 1.9853 -0.8870 0.005 -0.004 0.011
O 2.9068 3.0844 -0.8034 0.036 -0.004 -0.019
O 3.3302 1.2634 -1.8959 -0.006 0.000 0.012
O 4.2482 1.6063 0.0353 -0.004 0.006 -0.020

=====

7
Properties=species:S:1:pos:R:3:forces:R:3 method="wB97M-V/def2-TZVPD" gap_ev=11.610 e_lumo_ev=0.816 de_lowest_kcal_mol=34.66 multiplicity=1 max_force_ha_per_bohr=0.0765
N 1.5564 -0.6127 1.6558 1.849 1.338 0.036
N 1.8766 -1.6718 1.7072 -1.221 1.972 0.426
O 2.0144 -2.8007 1.8403 1.077 -3.613 0.056
N -0.4831 -0.4933 0.2282 -1.448 -1.474 1.972
C -0.6950 -0.1370 1.3563 0.336 0.413 -3.898
O -0.8088 0.2184 2.4301 -0.872 0.397 2.936
H -0.2871 -0.1258 -0.6406 0.279 0.966 -1.527

=====

6
Properties=species:S:1:pos:R:3:forces:R:3 method="wB97M-V/def2-TZVPD" total_charge=-1 gap_ev="7.513 / 7.514" e_lumo_ev="5.199 / 5.199" de_lowest_kcal_mol=132.71 multiplicity=1 max_force_ha_per_bohr=0.0473
C 0.4588 0.2862 -0.0451 -0.264 0.745 0.274
N 2.6168 -0.5235 0.5584 -0.974 1.228 -1.862
N 0.9383 1.4230 0.0984 -0.912 0.748 0.357
N 1.4524 -0.6746 -0.4299 0.993 -1.087 0.268
N 2.5444 0.3533 -0.3580 1.109 -1.527 1.004
H -0.5820 -0.0656 0.0132 0.048 -0.107 -0.041

=====

6
Properties=species:S:1:pos:R:3:forces:R:3 method="wB97M-V/def2-TZVPD" total_charge=-1 gap_ev=7.135 e_lumo_ev=4.485 de_lowest_kcal_mol=64.48 multiplicity=1 max_force_ha_per_bohr=0.0930
C 1.4358 0.0160 0.0610 1.353 0.782 0.394
N -1.1228 1.0382 -0.1291 2.192 3.263 -0.416
N 1.6994 -1.0823 -0.1592 -0.496 -0.102 -0.098
N -1.5752 -0.0150 -0.1126 -0.215 1.161 0.455
N -2.1147 -0.9979 -0.0111 -1.836 -4.414 0.003
H 1.6776 1.0410 0.3510 -0.998 -0.690 -0.338

=====

9
Properties=species:S:1:pos:R:3:forces:R:3 method="wB97M-V/def2-TZVPD" gap_ev=10.515 e_lumo_ev=-0.937 de_lowest_kcal_mol=65.90 multiplicity=1 max_force_ha_per_bohr=0.1157
O 0.1862 -2.2281 -0.7149 -1.072 1.726 3.816
N -0.1518 -1.4851 0.2517 -1.504 1.067 -1.264
O -0.7934 -1.7096 1.3226 2.608 -0.041 -3.648
C 0.0190 0.0839 -0.0723 0.969 -2.022 1.387
N -0.0280 0.6201 -1.3603 -0.156 2.454 5.418
N 0.1027 1.9570 -1.0270 0.921 -1.449 1.133
N 0.3101 2.0324 0.3397 2.242 2.309 1.314
N 0.3221 0.8929 1.0206 -1.514 -1.486 -4.777
H 0.8574 2.8764 0.9986 -2.494 -2.560 -3.379

=====

7
Properties=species:S:1:pos:R:3:forces:R:3 method="wB97M-V/def2-TZVPD" total_charge=-1 gap_ev=6.291 e_lumo_ev=0.952 de_lowest_kcal_mol=65.45 multiplicity=1 max_force_ha_per_bohr=0.1113
C -2.2959 0.8460 0.8256 1.081 0.660 3.218
N -2.6429 0.6218 -0.2367 -1.311 -0.496 -2.976
O 1.9691 0.0249 -1.5862 0.059 1.354 -1.125
O -0.1946 -0.5975 -0.3262 4.447 1.661 0.004
P 1.3876 0.0327 -0.2579 -1.981 -5.177 1.422
S 2.5718 -0.6836 1.2181 -1.504 1.555 -0.778
H -0.7952 -0.2443 0.3634 -0.792 0.441 0.234

=====

6
Properties=species:S:1:pos:R:3:forces:R:3 method="wB97M-V/def2-TZVPD" gap_ev=9.742 e_lumo_ev=-0.281 de_lowest_kcal_mol=55.31 multiplicity=1 max_force_ha_per_bohr=0.0604
O 2.3316 0.1595 1.7244 -0.409 0.275 -0.178
C 1.3494 0.1543 1.0926 0.418 -0.315 -0.413
N 0.2669 -0.0434 0.5748 -1.195 -0.166 0.161
O -0.1213 0.2387 -0.7461 0.152 0.456 -0.218
S -1.7879 0.4427 -1.0238 0.555 -2.986 -0.657
H -2.0387 -0.9518 -1.6220 0.479 2.736 1.307

=====

6
Properties=species:S:1:pos:R:3:forces:R:3 method="wB97M-V/def2-TZVPD" gap_ev="7.413 / 6.819" e_lumo_ev="-1.314 / -1.473" de_lowest_kcal_mol=106.53 multiplicity=1 max_force_ha_per_bohr=0.0961
C -0.0545 -1.0833 -0.4091 4.428 2.192 -0.093
N -0.0676 0.9824 0.4726 0.797 -3.077 -2.564
O 0.4194 1.8182 -0.2440 -0.328 0.259 0.957
O -0.5308 0.9858 1.5593 -0.357 1.079 1.052
S 1.2893 -1.6312 -0.9542 -1.066 0.170 0.530
H -1.0558 -1.0720 -0.4246 -3.473 -0.622 0.118

=====

6
Properties=species:S:1:pos:R:3:forces:R:3 method="wB97M-V/def2-TZVPD" gap_ev="8.371 / 8.329" e_lumo_ev="-0.779 / -0.811" de_lowest_kcal_mol=42.39 multiplicity=1 max_force_ha_per_bohr=0.0866
O -2.0902 0.3283 1.2425 3.672 -1.333 -2.137
N -1.2678 0.4851 0.3621 -1.668 1.537 0.118
C 0.0935 -0.3476 -0.2416 0.503 -0.433 1.626
O 0.0819 -1.3141 -0.9099 -0.866 -0.426 -0.460
O 1.1335 0.4423 -0.0083 0.730 1.514 0.553
H 2.0490 0.4061 -0.4448 -2.372 -0.859 0.300

=====

7
Properties=species:S:1:pos:R:3:forces:R:3 method="wB97M-V/def2-TZVPD" gap_ev="9.097 / 9.072" e_lumo_ev="-0.804 / -0.811" de_lowest_kcal_mol=60.96 multiplicity=1 max_force_ha_per_bohr=0.0743
C -0.4960 -1.8965 -2.1082 -1.925 -0.695 0.816
N 2.0280 0.3239 0.7850 0.720 0.929 0.370
O 0.1162 -1.0548 -2.5775 1.648 1.239 -0.823
O -1.2387 -2.6663 -1.6690 0.226 -0.574 0.049
O 0.2092 -1.1922 0.5643 -3.166 0.321 2.117
O 1.6775 -0.5467 0.1978 0.698 0.153 -0.320
H -0.2823 -0.6345 1.3159 1.800 -1.374 -2.210

=====

6
Properties=species:S:1:pos:R:3:forces:R:3 method="wB97M-V/def2-TZVPD" gap_ev="7.441 / 7.439" e_lumo_ev="-1.119 / -1.120" de_lowest_kcal_mol=7.48 multiplicity=1 max_force_ha_per_bohr=0.0247
O 0.3047 -0.9530 -1.3098 1.187 -0.309 0.157
C 1.1357 -1.4158 -0.6438 -1.179 -0.013 0.477
S 2.0669 -2.0863 0.4338 0.003 0.314 -0.654
N -1.5311 1.2050 0.6085 -0.734 -0.517 0.205
S -1.0124 2.0758 -0.5447 0.351 0.269 -0.120
H -0.9639 1.1744 1.4560 0.371 0.256 -0.065

=====

6
Properties=species:S:1:pos:R:3:forces:R:3 method="wB97M-V/def2-TZVPD" total_charge=+1 gap_ev="9.589 / 8.982" e_lumo_ev="-7.234 / -8.332" s_squared=2.00 multiplicity=3 max_force_ha_per_bohr=0.0722
O -1.2905 -0.5698 0.1321 0.202 0.282 0.116
C -0.1730 0.1205 0.1257 -1.520 -2.416 -2.374
O -0.1137 1.1351 -0.6319 0.669 1.344 0.983
O 0.9077 -0.3788 0.5633 0.777 0.632 0.858
H -1.0793 -1.5025 -0.0640 -0.218 0.051 0.637
Ni 1.7489 1.1955 -0.1253 0.090 0.105 -0.220

=====

6
Properties=species:S:1:pos:R:3:forces:R:3 method="wB97M-V/def2-TZVPD" total_charge=-1 gap_ev="5.881 / 5.884" e_lumo_ev="2.372 / 2.372" de_lowest_kcal_mol=112.67 multiplicity=1 max_force_ha_per_bohr=0.0566
C -2.2736 0.3460 -0.0397 0.711 1.641 0.457
O 0.4294 -0.5469 0.1936 -0.309 -0.605 2.550
O -2.8927 -2.1981 0.0108 0.181 -1.500 0.018
S -1.9579 1.9189 0.0500 -0.159 -1.579 -0.236
S -3.3879 -0.8304 -0.0635 0.179 1.144 -0.090
H 0.1802 -0.2695 -0.6434 -0.604 0.899 -2.699

=====

6
Properties=species:S:1:pos:R:3:forces:R:3 method="wB97M-V/def2-TZVPD" total_charge=+1 gap_ev=9.513 e_lumo_ev=-7.199 de_lowest_kcal_mol=0.00 multiplicity=1 max_force_ha_per_bohr=0.0981
Sn -2.0208 1.0568 0.8296 1.839 -0.833 -0.627
O 1.3678 -0.5921 -0.2866 -1.385 0.757 0.667
C 0.2267 -0.0192 0.0908 4.033 -1.261 -0.336
O 0.1398 0.6055 1.1402 -0.971 2.085 3.442
O -0.7265 -0.1200 -0.6622 -4.587 0.182 -2.087
H 1.0129 -0.9309 -1.1118 1.071 -0.930 -1.059

=====

8
Properties=species:S:1:pos:R:3:forces:R:3 method="wB97M-V/def2-TZVPD" total_charge=-1 gap_ev="9.221 / 9.222" e_lumo_ev="3.717 / 3.717" de_lowest_kcal_mol=132.58 multiplicity=1 max_force_ha_per_bohr=0.0959
C 0.3631 0.6055 -0.0837 0.582 0.647 0.466
O -0.8721 2.8070 1.0943 -0.006 -1.905 -0.612
O -2.1324 1.7241 -0.5977 -1.228 -1.021 -1.709
O -1.4783 0.4670 1.4622 -1.283 -1.067 0.518
O 1.3845 0.8586 0.5957 -1.331 1.116 0.312
O 2.5713 0.1702 0.6088 -0.149 -0.613 -0.725
S -1.2731 1.5094 0.5042 3.707 2.775 1.697
H 0.4467 -0.2403 -0.7783 -0.292 0.067 0.054

=====

8
Properties=species:S:1:pos:R:3:forces:R:3 method="wB97M-V/def2-TZVPD" total_charge=-1 gap_ev=9.294 e_lumo_ev=4.090 de_lowest_kcal_mol=108.44 multiplicity=1 max_force_ha_per_bohr=0.0662
O 0.6174 -1.3933 0.9853 0.011 -1.335 0.629
S 0.6133 -0.7313 -0.2814 -0.320 1.386 -1.621
O -0.0324 -1.3905 -1.4305 0.358 0.332 1.183
O 1.8703 -0.0757 -0.6248 0.286 -0.086 -0.123
C -0.4063 0.7698 0.0939 0.065 -3.307 0.797
O -1.7478 0.5120 0.2419 -1.528 0.239 -1.804
O -0.9469 0.6952 1.3919 1.398 1.395 0.909
H 0.0324 1.6139 -0.3763 -0.270 1.377 0.030